1.
DFT (ωB97M-V/def2-TZVPD) results for C11H19NO in the gas phase in a non-equilibrium geometry.

```
32
Properties=species:S:1:pos:R:3:forces:R:3
C -1.162744 1.910276 0.209781 -2.0 -1.2 0.2
C -1.989370 0.844807 0.235878 -0.8 -2.1 -0.1
C -1.272508 -0.369913 0.202140 2.7 3.6 0.9
C 0.300555 0.187722 0.263561 -2.9 -2.2 0.4
C -3.461732 0.828779 0.283466 -0.3 -0.9 -1.8
C 1.207140 -1.995602 0.612660 0.6 -2.5 3.2
C 2.589730 0.015713 1.317077 -1.1 -1.4 2.0
C 2.093307 -0.626742 -1.149547 0.2 -0.6 1.4
C 1.151658 2.484623 0.172570 0.9 1.6 -1.4
C -2.141907 -1.878998 -1.401599 0.4 0.1 -1.5
C 1.531961 -0.571912 0.330105 1.2 0.4 -1.2
N 0.119684 1.541637 0.225939 2.9 0.8 -0.2
O -1.622065 -1.596898 -0.073176 -1.0 -1.5 -1.3
H -1.491339 2.883280 0.116841 -0.2 2.0 0.0
H -3.728655 -0.102333 -0.313915 -0.4 1.2 1.0
H -3.812312 0.781668 1.294409 -0.4 -0.2 0.5
H -3.881333 1.700361 -0.220269 -0.2 0.0 0.1
H 0.573764 -2.559706 -0.076037 0.5 0.4 -0.5
H 2.243878 -2.548146 0.771570 -2.3 0.7 -0.2
H 0.532060 -2.078947 1.547021 1.5 0.1 -0.8
H 2.046525 0.566762 2.116221 0.4 -0.3 -0.4
H 3.231032 -0.751236 1.867038 -0.9 0.7 -1.0
H 3.235552 0.691074 0.852000 1.0 1.1 -0.8
H 3.187540 -0.876894 -1.148406 -1.1 -0.6 -0.3
H 1.321957 -1.319407 -1.560486 1.4 0.5 -0.8
H 2.041271 0.348041 -1.558423 -0.2 0.9 -0.8
H 0.690628 3.475078 -0.045224 0.3 -0.6 -0.6
H 1.587392 2.726500 1.135622 0.8 -0.5 0.4
H 1.927307 2.206979 -0.635743 -0.9 0.7 1.4
H -3.190593 -1.753260 -1.550705 -1.2 0.7 0.9
H -2.115214 -2.975097 -1.574933 1.1 0.7 0.0
H -1.743165 -1.188207 -2.245441 0.2 -1.4 1.5
```
Forces are in eV/Å.

Charge   0
Highest occupied orbital energy (alpha / beta)   -3.885 / -8.194 eV
2S+1   3
Total energy   -15246.1404 eV
Energy relative to the best compared isomer or geometry (same formula, charge and spin)   12.2 kcal/mol
LUMO energy (alpha / beta)   0.82 / -0.49 eV

Atomic partial charges in e from the Löwdin method, atoms 1 to 8:
1. C -0.0385
2. C -0.2588
3. C -0.1665
4. C -0.0668
5. C -0.0335
6. C -0.0926
7. C -0.0396
8. C -0.0271

2.
DFT (ωB97M-V/def2-TZVPD) results for 2 unconnected molecules or ions with the total composition C11H20BN6O2 in a non-equilibrium geometry.

```
40
Properties=species:S:1:pos:R:3:forces:R:3
C 2.306830 -0.917318 1.835529 -0.6 -0.2 0.0
C 1.314052 -1.455135 0.704848 -0.2 0.3 0.6
B 0.449794 -0.281240 0.053457 2.6 -0.5 -0.7
O 1.063417 0.435936 -0.954132 -2.3 -0.3 0.8
N -0.985551 0.022360 0.470080 0.0 0.3 -0.8
C -1.303187 0.641319 1.557899 -0.1 0.1 0.6
N -0.312022 1.134565 2.448603 -0.9 -1.0 -0.5
N -2.644808 0.883891 1.932544 1.9 0.2 0.9
C -3.253710 -0.149428 2.783884 -0.5 -0.2 0.2
C -3.971594 -1.336908 2.060299 -0.1 -0.5 -0.3
C -3.784345 -1.764871 0.593700 -0.1 0.8 -0.5
N -4.755733 -2.045134 2.754524 0.3 0.4 0.3
O -3.456917 1.279783 0.865938 -0.8 0.7 -1.8
C -2.931484 2.362628 0.277015 -1.4 -3.2 2.2
N -2.200736 3.136178 -0.105707 1.4 2.0 -1.2
H 3.216144 -1.552215 1.904007 -0.6 0.5 -0.2
H 1.790245 -1.019741 2.814735 0.5 0.3 -0.4
H 2.589166 0.143491 1.644163 0.0 -0.8 0.3
H 0.616567 -2.203141 1.152164 0.7 0.2 -0.3
H 1.963503 -1.940166 -0.057512 -0.8 0.3 0.3
H 0.400276 0.956457 -1.449597 0.6 0.3 0.2
H -1.715827 -0.299189 -0.180251 -0.1 0.2 0.6
H 0.194343 0.372045 2.899257 0.2 0.3 -0.1
H 0.305990 1.795142 1.975496 0.0 -0.1 0.2
H -2.446559 -0.580575 3.424946 -0.4 0.5 -0.6
H -3.980601 0.334875 3.470829 0.4 -0.3 -0.5
H -2.767557 -2.162726 0.373490 -0.6 0.1 0.3
H -4.546892 -2.526226 0.320649 0.7 0.4 0.5
H -3.971339 -0.910792 -0.106743 0.2 -0.5 0.6
H -4.783999 -1.689464 3.719353 -0.3 -0.2 -0.1
N 2.865757 0.687911 -3.253347 -0.1 0.0 -0.2
C 3.910277 1.503626 -2.905722 0.0 0.0 0.1
C 4.781991 1.546018 -3.961698 0.0 0.1 0.1
C 4.242102 0.729625 -4.989495 -0.1 -0.1 -0.1
C 3.059838 0.216543 -4.525318 0.0 0.0 0.0
H 2.080426 0.470399 -2.667403 0.4 -0.1 -0.1
H 3.942354 1.980133 -1.939240 0.0 0.0 0.0
H 5.704952 2.102241 -3.994422 0.0 0.0 0.0
H 4.672687 0.541099 -5.959706 0.0 0.0 0.0
H 2.342152 -0.441995 -4.987116 0.1 0.0 0.0
```
Forces are in eV/Å.

Charge   +1
Highest occupied orbital energy   -10.197 eV
2S+1   1
Total energy   -25433.7891 eV
LUMO energy   -5.32 eV

Atomic partial charges in e from the Löwdin method, atoms 1 to 8:
1. C -0.0891
2. C -0.1162
3. B -0.4393
4. O 0.1673
5. N 0.3029
6. C -0.2844
7. N 0.1937
8. N -0.0443

3.
DFT (ωB97M-V/def2-TZVPD) results for a molecular structure, C11H20BaNO17 in a non-equilibrium geometry.

```
50
Properties=species:S:1:pos:R:3:forces:R:3
Ba 14.290537 6.502587 -24.878386 0.0 0.0 0.0
O 8.420971 4.197521 -28.298418 -2.9 2.2 1.2
C 9.556402 3.682294 -28.615662 7.8 -1.1 -1.6
O 10.685990 4.248362 -28.527878 -1.3 1.8 1.1
O 9.515580 2.543298 -29.105229 -1.7 -2.0 -0.6
H 8.017416 3.395374 -28.637974 -2.0 -0.5 0.0
O 20.024215 5.743503 -20.210976 -0.5 0.5 3.8
C 19.940981 5.553237 -21.502824 2.9 0.7 -3.5
O 18.888955 5.235148 -21.985309 -5.5 -1.5 -0.6
O 20.925625 5.788508 -22.168308 3.5 0.4 -0.8
H 19.070998 5.780634 -20.103277 -0.5 -0.1 1.3
O 19.599513 3.533399 -29.389710 3.8 -1.5 -2.9
C 18.757585 3.736979 -28.459169 -7.1 2.6 3.7
O 18.025203 2.772868 -28.051631 1.7 -0.4 -0.3
O 18.489322 4.939431 -28.187547 0.9 0.2 0.2
H 19.581259 2.574029 -29.360084 0.4 -0.7 -0.7
O 17.891656 12.732361 -23.404025 1.0 3.3 0.3
C 17.750758 11.465105 -23.609801 -0.5 -8.4 -1.3
O 16.941870 10.836571 -22.814067 -0.1 1.7 0.1
O 18.385281 10.782236 -24.473810 -0.5 2.8 0.3
H 17.550633 12.738905 -22.506660 -0.4 0.7 0.4
O 11.233796 -0.440526 -23.224091 -2.5 -0.1 1.7
C 12.296384 -0.019052 -23.870371 3.9 0.7 -3.3
O 12.855090 1.050755 -23.783271 -0.3 4.1 3.0
O 12.745819 -0.782504 -24.734402 -0.5 -3.6 -1.4
H 11.060072 -1.114019 -23.885781 -0.7 -1.0 0.2
C 13.345914 9.782925 -27.303076 2.2 -0.2 -1.8
O 12.716571 9.516051 -26.130490 -2.3 1.0 1.4
C 11.543431 10.432122 -25.877081 2.0 -1.8 0.5
C 11.086140 9.893684 -24.488926 -1.0 -0.5 -1.0
N 10.751413 8.441367 -24.536338 1.9 0.1 -0.8
C 10.227612 7.661148 -23.435318 -0.1 1.3 1.6
C 10.897907 7.885999 -22.020362 0.2 -1.6 -0.5
O 12.262500 7.518088 -22.074906 1.5 0.4 -0.6
C 13.082297 7.825056 -20.927521 -0.5 0.8 -0.8
H 13.841861 8.872252 -27.638971 -0.6 -0.6 -0.5
H 14.261970 10.368746 -27.227212 -0.2 1.0 0.5
H 12.716312 10.188234 -28.095178 -0.1 -0.1 0.0
H 10.901325 10.458421 -26.757484 -0.6 -1.0 0.2
H 11.910644 11.458256 -25.894541 0.2 0.1 0.9
H 10.198524 10.421958 -24.140832 0.1 0.6 0.2
H 11.957691 10.079251 -23.861177 -0.3 -0.2 0.4
H 10.203360 8.167806 -25.339407 0.2 0.4 -0.3
H 10.231477 6.634163 -23.800565 0.0 -0.1 0.6
H 9.198003 7.987632 -23.289005 -0.5 -0.4 0.4
H 10.583885 7.185519 -21.246518 -1.4 -0.1 -0.3
H 10.692339 8.871147 -21.601654 0.4 0.5 -0.4
H 12.826306 7.296901 -20.009026 0.0 -0.6 -0.3
H 12.983787 8.884900 -20.692765 0.0 0.2 -0.1
H 14.108121 7.671549 -21.262495 0.0 -0.2 0.4
```
Forces are in eV/Å.

Charge   -3
Highest occupied orbital energy   -0.479 eV
2S+1   1
Total energy   -48716.0965 eV
Energy relative to the best compared isomer or geometry (same formula, charge and spin)   174.9 kcal/mol
LUMO energy   2.80 eV

Atomic partial charges in e from the Löwdin method, atoms 1 to 8:
1. Ba 1.8406
2. O 0.0749
3. C -0.9596
4. O -0.1081
5. O -0.0688
6. H 0.0790
7. O 0.0555
8. C -1.0428

4.
DFT (ωB97M-V/def2-TZVPD) results for a molecular structure, C11H20CaN2O6P2 in a non-equilibrium geometry.

```
42
Properties=species:S:1:pos:R:3:forces:R:3
Ca -0.269749 -0.972725 -0.237379 1.3 -1.0 -0.2
C 2.870668 0.118885 -0.569894 0.0 0.1 0.0
N 2.364890 -1.247492 -0.626396 -0.2 -0.1 0.0
C 2.840944 -1.896422 -1.838868 0.0 -0.1 -0.1
C 2.811733 -1.994804 0.562840 0.0 -0.1 0.1
C 2.152747 -1.510081 1.840180 0.0 -0.1 -0.2
C 2.942669 -1.248537 2.951695 0.0 0.0 0.0
C 2.355329 -0.814167 4.131510 0.0 0.0 0.0
C 0.982676 -0.635336 4.176120 0.0 0.0 0.1
C 0.213263 -0.890915 3.045662 0.0 -0.1 0.1
C 0.756411 -1.349008 1.839865 0.1 -0.1 0.4
H 3.972476 0.134124 -0.586451 -0.1 0.0 0.0
H 2.525939 0.598468 0.345424 0.0 0.0 0.0
H 2.496437 0.687289 -1.420406 0.0 0.0 0.0
H 3.941227 -1.950313 -1.869551 -0.1 0.0 0.0
H 2.500198 -1.341618 -2.712932 0.0 0.0 0.0
H 2.448647 -2.913089 -1.895561 0.0 0.0 0.0
H 3.911582 -1.940089 0.637243 -0.1 0.0 0.0
H 2.552835 -3.045135 0.392197 0.0 0.0 0.0
H 4.017672 -1.375202 2.900235 0.1 0.0 0.0
H 2.965635 -0.609101 5.001048 0.0 0.0 0.0
H 0.513415 -0.289402 5.089566 0.0 0.0 0.0
H -0.857275 -0.718497 3.121411 0.0 0.0 0.0
N -2.734566 2.659809 -0.450483 0.2 0.0 0.6
C -2.764828 1.414610 -1.314801 0.1 0.0 0.0
C -3.749559 1.570486 -2.450619 0.0 0.0 -0.2
P -3.153848 0.059156 -0.074890 -0.3 0.2 0.0
O -4.731968 -0.112196 -0.320301 0.0 0.0 0.0
O -2.844891 0.718764 1.227509 -0.1 0.1 0.0
O -2.449108 -1.215362 -0.428227 -0.6 0.0 -0.1
P -1.011104 1.218556 -1.880817 -0.2 0.2 -0.2
O -0.807293 2.631489 -2.642333 0.0 0.0 0.2
O -0.841857 0.051602 -2.776786 0.0 -0.1 0.0
O -0.229533 1.218613 -0.596835 -0.1 0.7 -0.1
H -3.617335 3.166326 -0.498726 0.0 0.0 0.1
H -1.968419 3.285957 -0.709381 -0.1 0.0 0.0
H -2.589000 2.260575 0.540007 -0.2 0.1 -0.5
H -4.769351 1.693242 -2.083438 0.0 0.0 0.0
H -3.719048 0.666366 -3.055648 0.0 0.0 0.0
H -3.481973 2.415252 -3.089250 0.0 0.0 0.0
H -5.036091 -1.004059 -0.124158 0.0 -0.1 0.0
H -0.510594 2.503976 -3.548373 0.0 0.0 -0.1
```
Forces are in eV/Å.

Charge   0
Highest occupied orbital energy   -7.229 eV
2S+1   1
Total energy   -64020.6927 eV
Energy relative to the best compared isomer or geometry (same formula, charge and spin)   13.5 kcal/mol
LUMO energy   0.09 eV

Atomic partial charges in e from the Löwdin method, atoms 1 to 8:
1. Ca 1.3666
2. C -0.1012
3. N -0.3438
4. C -0.1070
5. C -0.1965
6. C -0.3117
7. C -0.0757
8. C -0.1127

5.
DFT (ωB97M-V/def2-TZVPD) results for 2 unconnected molecules or ions with the total composition C11H20Cl2INO3 in a non-equilibrium geometry.

```
38
Properties=species:S:1:pos:R:3:forces:R:3
C 3.083194 -1.082612 1.225204 0.2 -0.4 -0.1
C 3.230852 -1.028440 -0.285654 0.1 0.8 -0.1
C 2.596912 0.219868 -0.911102 -0.8 -0.6 0.8
C 1.051135 0.147359 -0.845916 1.1 0.4 -0.3
N 0.545536 0.868684 0.317522 -0.4 -0.6 0.0
C -0.722033 0.488781 0.847469 0.1 1.0 -0.6
O -0.584623 -0.469038 1.906464 0.2 -0.6 0.1
C -0.818099 -1.699119 1.396728 0.5 -2.1 0.9
O -0.587124 -2.761145 1.952922 -0.6 2.4 -1.2
O -1.348828 -1.599781 0.144463 0.1 -0.1 -0.1
C -1.731430 -0.230929 -0.036699 -0.7 0.4 1.0
C -3.141080 -0.049121 0.524341 -0.3 -0.3 -0.3
C -4.184382 -0.987521 -0.101357 0.0 0.3 0.4
C -4.208320 -2.364209 0.525886 0.2 -0.2 -0.4
I -5.952207 -3.454671 -0.083744 0.1 0.1 0.1
H 3.669620 -0.301274 1.696960 0.0 0.3 0.1
H 3.482180 -2.023862 1.591752 0.0 -0.2 0.1
H 2.054695 -0.999563 1.549107 -0.2 0.1 0.1
H 4.293414 -0.998407 -0.513647 0.2 -0.3 -0.2
H 2.777557 -1.898084 -0.752178 0.1 -0.3 -0.1
H 2.874268 1.078267 -0.312586 0.2 0.2 -0.1
H 2.931245 0.366090 -1.930379 0.1 0.0 -0.2
H 0.672830 0.571582 -1.776292 -0.4 -0.1 -0.1
H 0.773424 -0.897294 -0.792994 -0.3 -0.2 0.0
H 0.599571 1.862381 0.188011 0.1 0.2 0.0
H -1.177786 1.406929 1.204268 -0.1 -0.1 0.6
H -1.752448 0.131449 -1.055554 0.5 -0.6 -0.5
H -3.147640 -0.191299 1.602195 0.1 0.0 0.2
H -3.471475 0.971891 0.352479 0.1 0.3 -0.1
H -4.031748 -1.040338 -1.175082 -0.1 -0.1 -0.2
H -5.157684 -0.536342 0.065574 -0.2 0.1 -0.1
H -4.177625 -2.322073 1.606016 -0.3 0.0 0.2
H -3.373729 -2.970931 0.209658 0.1 -0.2 -0.1
Cl 4.120583 3.154059 -1.314425 0.1 0.3 -0.1
C 3.029701 4.473152 -1.744715 0.1 0.0 -0.1
Cl 1.388627 4.236346 -1.119205 0.0 0.0 0.0
H 3.419503 5.394635 -1.331346 0.0 0.0 0.1
H 2.973411 4.534581 -2.824140 0.0 -0.1 0.0
```
Forces are in eV/Å.

Charge   0
Highest occupied orbital energy   -9.335 eV
2S+1   1
SMILES string   CCCCN[C@@H]1OC(=O)O[C@H]1CCCI.ClCCl
Total energy   -52509.7619 eV
Energy relative to the best compared isomer or geometry (same formula, charge and spin)   0.0 kcal/mol
LUMO energy   0.29 eV

Atomic partial charges in e from the Löwdin method, atoms 1 to 8:
1. C -0.0937
2. C -0.2552
3. C -0.2260
4. C -0.1955
5. N 0.0317
6. C -0.2835
7. O 0.1079
8. C -0.5291

6.
DFT (ωB97M-V/def2-TZVPD) results for a gas-phase ion, C11H20F4N3O2S (charge +1) in a non-equilibrium geometry.

```
41
Properties=species:S:1:pos:R:3:forces:R:3
N 2.704823 -0.851791 1.383597 -0.5 0.2 0.0
C 2.083260 -0.709960 2.712226 0.2 -0.3 -0.2
C 0.574220 -1.022628 2.837505 0.1 0.2 0.4
C -0.340827 0.185051 3.147858 -0.2 0.0 0.0
C -1.473857 0.505006 2.159801 0.2 0.3 0.3
C -1.061581 0.906578 0.751253 -0.7 -1.0 0.1
C -0.382635 -0.112751 -0.181035 0.2 0.4 -0.7
S -1.206832 -1.746375 -0.399375 0.3 -0.3 0.9
O -2.387026 -1.835981 0.383396 0.2 0.0 -0.4
O -0.175538 -2.725802 -0.372290 -0.5 0.3 -0.2
F -1.656824 -1.579472 -1.891670 -0.1 -0.2 -0.2
N -0.479787 0.641692 -1.471849 -0.5 0.1 0.0
C 0.494459 0.575144 -2.580226 0.3 0.1 -0.2
C 1.411492 -0.645632 -2.512856 0.0 0.3 0.2
C 2.159929 -0.776196 -3.823360 -0.4 0.1 0.2
F 1.362867 -1.210411 -4.794059 -0.5 -0.2 -0.4
F 2.646704 0.403861 -4.209228 0.2 0.7 -0.1
F 3.165111 -1.608715 -3.714937 0.7 -0.7 0.2
C -1.541917 1.364461 -1.468771 -0.1 -0.4 -0.1
C -2.262937 1.346248 -0.155294 1.0 1.3 0.3
N -2.703894 2.688824 0.218499 -0.4 -0.5 -0.2
H 2.583728 -0.015202 0.824231 0.1 0.0 0.0
H 2.329085 -1.650277 0.882429 0.2 0.0 0.0
H 2.296823 0.301729 3.060868 0.0 0.0 0.0
H 2.630803 -1.381926 3.376735 0.0 0.1 0.0
H 0.476828 -1.712657 3.678791 -0.1 -0.1 -0.2
H 0.232273 -1.582696 1.965014 0.0 -0.1 0.0
H 0.250939 1.090234 3.323672 0.1 -0.1 -0.1
H -0.841738 -0.016910 4.098051 0.1 0.1 0.0
H -1.996371 1.384594 2.552998 0.0 -0.1 0.0
H -2.202499 -0.305022 2.147983 0.1 0.0 -0.1
H -0.386628 1.766990 0.779698 0.1 0.0 0.1
H 0.652881 -0.390837 -0.004754 0.0 0.2 0.3
H -0.044534 0.627273 -3.528766 -0.1 -0.2 0.2
H 1.109118 1.476622 -2.515292 -0.1 0.0 0.0
H 0.878073 -1.576759 -2.326233 0.1 0.0 -0.1
H 2.178032 -0.498709 -1.746930 -0.1 -0.1 0.0
H -1.830470 1.967099 -2.326471 0.1 -0.1 0.0
H -3.064785 0.604972 -0.152601 0.0 0.0 0.0
H -2.477004 3.387906 -0.479274 0.1 0.0 0.1
H -3.703765 2.732425 0.370668 0.0 0.0 0.0
```
Forces are in eV/Å.

Charge   +1
Highest occupied orbital energy   -12.301 eV
2S+1   1
SMILES string   NCCCC[C@H]1[C@@H](S(=O)(=O)F)[N+](CCC(F)(F)F)=C[C@@H]1N
Total energy   -41994.6627 eV
LUMO energy   -5.02 eV

Atomic partial charges in e from the Löwdin method, atoms 1 to 8:
1. N -0.0018
2. C -0.2500
3. C -0.1671
4. C -0.1688
5. C -0.1531
6. C -0.2078
7. C -0.1873
8. S 0.6890

> charge of number 1 (C11H19NO)?

0